This record from the Open Molecules 2025 dataset describes a 10-piece molecular cluster, C56H129N7O10 overall at a distorted geometry. The level of theory is ωB97M-V/def2-TZVPD.

Atoms and positions in Å:
C -3.34042 -4.08863 -3.79338
C -1.82381 -4.25193 -3.90515
C -1.33722 -3.91805 -5.32481
C -1.29633 -3.10146 -2.96548
C 0.16659 -3.30387 -2.57405
C 0.44255 -4.68900 -2.04140
C -0.05457 -5.83734 -2.91122
C 0.98156 -6.14994 -4.01887
C -0.10304 -7.07406 -1.98456
N -1.41444 -5.57451 -3.41193
O -1.90800 -6.56171 -4.27066
H -3.69990 -4.48112 -2.84164
H -3.68737 -3.06356 -3.91796
H -3.84761 -4.65399 -4.58110
H -0.27056 -4.17043 -5.36486
H -1.76210 -4.56117 -6.09955
H -1.36660 -2.87444 -5.63052
H -1.42287 -2.13901 -3.45229
H -1.86187 -3.21093 -2.03541
H 0.77216 -3.19458 -3.48459
H 0.56596 -2.57437 -1.86529
H -0.04204 -4.75301 -1.06077
H 1.52656 -4.75436 -1.92605
H 1.40450 -5.25260 -4.47619
H 0.55702 -6.77012 -4.80887
H 1.79474 -6.69505 -3.53869
H -0.05835 -8.04015 -2.48468
H -1.02261 -6.89926 -1.42140
H 0.70719 -7.09248 -1.25207
H -1.42846 -6.47234 -5.11257
C -1.43150 -3.53928 1.27989
C -2.43077 -4.74361 1.42122
C -3.34670 -4.83789 0.19955
C -1.71685 -6.08853 1.58939
C -1.03028 -6.20688 2.95263
C -2.07720 -6.05939 4.04501
C -2.82042 -4.71654 3.96902
C -3.99839 -4.84308 4.93004
C -1.91618 -3.53591 4.44116
N -3.32936 -4.58359 2.61211
O -4.27596 -3.56791 2.39050
H -0.44437 -3.89213 1.58494
H -1.29154 -3.16214 0.26428
H -1.77399 -2.71253 1.89408
H -3.78757 -3.91242 -0.17609
H -2.74864 -5.19380 -0.64737
H -4.17479 -5.53576 0.33630
H -2.34687 -6.92948 1.30170
H -0.86520 -6.11961 0.89842
H -0.38713 -7.08536 3.04897
H -0.26336 -5.43653 3.09217
H -1.58236 -6.08414 5.02061
H -2.75341 -6.91498 4.00496
H -4.60237 -3.93329 4.94774
H -3.66160 -4.96805 5.95988
H -4.62529 -5.68606 4.63862
H -1.99336 -3.33645 5.51375
H -2.28003 -2.59863 4.01421
H -0.85196 -3.64240 4.23045
H -5.11537 -4.02518 2.27606
C -7.06836 0.23423 0.53921
C -5.70315 0.50719 -0.05720
C -5.10884 1.79325 0.53153
C -4.75001 -0.62126 0.38593
C -3.50100 -0.85390 -0.46192
C -3.73296 -0.70875 -1.95093
C -4.64910 0.48045 -2.38375
C -3.85311 1.80229 -2.44358
C -5.08119 0.09059 -3.79751
N -5.82776 0.52593 -1.52266
O -6.79943 1.43436 -2.00102
H -6.95455 -0.11139 1.56891
H -7.78494 1.05025 0.47059
H -7.49407 -0.64537 0.04467
H -5.62020 2.68999 0.17902
H -5.24537 1.76491 1.61769
H -4.02566 1.86162 0.43467
H -4.35719 -0.41507 1.38319
H -5.29595 -1.56492 0.47849
H -2.75848 -0.09598 -0.18126
H -3.05046 -1.81176 -0.20519
H -4.11968 -1.67143 -2.28606
H -2.79746 -0.50894 -2.47852
H -3.23500 1.97763 -1.56127
H -4.46053 2.70141 -2.56429
H -3.16624 1.81954 -3.29521
H -4.27370 0.25335 -4.51153
H -5.85391 0.78811 -4.13267
H -5.49557 -0.91518 -3.80215
H -7.53555 0.84291 -2.19008
C 3.67794 3.95738 4.14148
C 2.36950 4.74434 4.23454
C 2.53097 6.23453 3.89526
C 1.36754 4.17174 3.20402
C 0.71253 2.87187 3.62062
C 0.07312 2.95144 4.97692
C 1.07454 3.45215 6.05379
C 0.12810 3.83729 7.23174
C 2.01390 2.31937 6.41554
N 1.70588 4.70069 5.57892
O 2.57123 5.14291 6.60587
H 4.32294 4.43062 3.39892
H 4.20127 3.94087 5.10024
H 3.54865 2.90652 3.88240
H 3.10801 6.37564 2.98256
H 1.57210 6.74275 3.81561
H 3.09795 6.69823 4.70645
H 0.57175 4.91932 3.12893
H 1.86284 4.04262 2.24181
H 0.02519 2.48770 2.86302
H 1.49512 2.10055 3.61769
H -0.34993 1.98883 5.27100
H -0.76929 3.64621 4.92989
H -0.72826 4.43107 6.91203
H 0.66335 4.39182 8.00357
H -0.31940 2.96544 7.71420
H 2.79848 2.50301 7.15392
H 2.57436 1.89799 5.57774
H 1.46695 1.46987 6.83437
H 2.10218 5.88501 7.00049
C 1.21604 9.08519 -1.81043
C 0.77771 7.74997 -2.48111
C -0.59798 7.96233 -3.13191
C 1.74139 7.36474 -3.59646
C 3.07476 6.92852 -2.99521
C 2.89543 5.71774 -2.07342
C 1.78113 5.90793 -1.00843
C 1.26322 4.51020 -0.62713
C 2.53979 6.57948 0.17785
N 0.59631 6.61525 -1.56140
O -0.29921 6.89383 -0.49333
H 2.10416 8.98318 -1.18951
H 1.45448 9.79827 -2.59863
H 0.37934 9.44335 -1.20981
H -1.02188 7.06536 -3.57748
H -1.28688 8.27935 -2.34691
H -0.47522 8.75216 -3.87551
H 1.35749 6.55606 -4.21963
H 1.85759 8.25553 -4.21657
H 3.64439 6.58879 -3.86576
H 3.63200 7.69868 -2.46586
H 3.89537 5.62582 -1.62949
H 2.88790 4.71494 -2.51219
H 0.76094 4.61970 0.33624
H 2.11744 3.83111 -0.56885
H 0.53615 4.00524 -1.26007
H 3.23229 5.92930 0.70882
H 1.82944 6.98884 0.90348
H 3.14355 7.42676 -0.15167
H 0.21548 7.54135 0.01952
C 3.28595 -1.26761 -2.57446
O 3.69985 -2.06672 -3.64222
C 4.20970 -3.33919 -3.28419
C 5.16201 -3.96049 -4.32411
C 4.34660 -4.50147 -5.49378
N 5.90508 -5.06160 -3.72797
H 2.28759 -1.59460 -2.25419
H 3.17625 -0.19486 -2.72933
H 3.90363 -1.36565 -1.67454
H 4.68043 -3.21039 -2.30101
H 3.35301 -4.01151 -3.12830
H 5.91563 -3.25415 -4.67667
H 5.00239 -4.75295 -6.32537
H 3.63645 -3.75106 -5.84281
H 3.78455 -5.36871 -5.14066
H 6.38447 -4.82687 -2.87086
H 5.28116 -5.84657 -3.58475
C 0.40024 0.88828 -1.02593
O 0.74056 1.17922 0.30842
C 1.67477 0.27511 0.87356
C 1.04137 -0.94759 1.53895
C -0.09610 -0.56164 2.49300
N 2.02955 -1.59079 2.42077
H -0.28148 1.63047 -1.44778
H -0.26587 0.01341 -1.04012
H 1.24529 0.76517 -1.70524
H 2.45377 -0.00210 0.14573
H 2.33759 0.79216 1.57736
H 0.69998 -1.60088 0.73475
H 0.30017 0.11111 3.25819
H -0.37657 -1.40486 3.12339
H -0.93281 -0.14154 1.93788
H 2.83400 -1.85159 1.85268
H 2.46164 -1.01728 3.13999
C 5.37079 -1.74321 0.68459
O 5.30449 -2.09047 2.05816
H 4.85443 -0.80943 0.44923
H 6.40317 -1.46980 0.45804
H 4.89370 -2.48245 0.04296
H 5.75327 -2.89772 2.31609
C 5.73414 0.91745 3.62616
O 4.82314 -0.11773 3.96559
H 5.78360 1.60265 4.46682
H 6.70355 0.45337 3.40393
H 5.47896 1.38536 2.66732
H 5.00181 -0.85773 3.35802
C -0.53528 3.82050 -4.02116
O -1.06936 2.88788 -4.96079
H 0.49209 3.51069 -3.81990
H -0.62379 4.82330 -4.43915
H -0.99449 3.70927 -3.03342
H -2.02578 2.97007 -4.89092

ΔE to the lowest compared entry with this formula, charge and spin   0.0 kJ/mol
Gap between HOMO and LUMO   8.27 eV
E_LUMO   0.13 eV